Entry 1:
{"formula": "C17H27N3O4", "method": "ωB97M-V with the def2-TZVPD basis set", "homo_energy_ev": -7.9, "smiles": "COc1cc(NC(=O)CCN2CCN(CCO)CC2)cc(OC)c1", "relative_energy_kcal_mol": 38.60, "lumo_energy_ev": 0.67, "species": ["C", "O", "C", "C", "C", "N", "C", "O", "C", "C", "N", "C", "C", "N", "C", "C", "O", "C", "C", "C", "C", "O", "C", "C", "H", "H", "H", "H", "H", "H", "H", "H", "H", "H", "H", "H", "H", "H", "H", "H", "H", "H", "H", "H", "H", "H", "H", "H", "H", "H", "H"], "coordinates": [[1.2449, 1.7167, -6.1743], [0.6503, 0.4761, -5.8714], [0.4203, 0.1725, -4.5658], [0.7368, 1.0116, -3.5026], [0.4573, 0.5995, -2.2066], [0.7348, 1.3922, -1.0935], [1.3640, 2.5899, -1.0261], [1.8041, 3.2185, -1.9661], [1.4357, 3.1287, 0.4027], [1.8651, 2.0990, 1.4525], [0.8929, 1.0244, 1.6210], [1.4754, -0.1746, 2.2029], [0.4477, -1.3023, 2.2087], [-0.7137, -0.9042, 2.9756], [-1.6807, -1.9688, 3.1590], [-2.4247, -1.8294, 4.4881], [-1.5896, -2.3172, 5.5128], [-1.2915, 0.2899, 2.3954], [-0.2633, 1.4159, 2.4101], [-0.1366, -0.6381, -1.9647], [-0.4489, -1.4714, -3.0294], [-1.0289, -2.7010, -2.9048], [-1.3254, -3.1748, -1.6161], [-0.1699, -1.0639, -4.3285], [2.2389, 1.8065, -5.7260], [1.3333, 1.7426, -7.2594], [0.6226, 2.5525, -5.8402], [1.1961, 1.9721, -3.6505], [0.5208, 0.9795, -0.1793], [0.4537, 3.5387, 0.6490], [2.1469, 3.9557, 0.4028], [2.0526, 2.6166, 2.4075], [2.8072, 1.6488, 1.1285], [2.3372, -0.4752, 1.6021], [1.8091, 0.0060, 3.2370], [0.8902, -2.1846, 2.6748], [0.1821, -1.5537, 1.1648], [-1.1498, -2.9215, 3.1951], [-2.4098, -2.0071, 2.3320], [-3.3559, -2.4148, 4.4442], [-2.6834, -0.7782, 4.6658], [-1.9872, -2.1249, 6.3680], [-2.1632, 0.5890, 2.9803], [-1.6210, 0.1140, 1.3528], [-0.7075, 2.3158, 1.9809], [0.0229, 1.6264, 3.4536], [-0.3426, -0.9233, -0.9451], [-0.4223, -3.2763, -1.0041], [-2.0425, -2.5259, -1.1011], [-1.7723, -4.1578, -1.7578], [-0.4124, -1.7100, -5.1546]], "forces_ev_per_a": [[0.105, 0.223, -0.047], [-0.136, -0.270, 0.193], [-0.195, -0.375, 0.227], [0.180, 0.341, -0.181], [-0.037, -0.105, -0.508], [-0.167, -0.319, 0.110], [-0.004, 0.230, 0.400], [0.102, 0.152, -0.230], [0.140, -0.065, -0.012], [-0.004, 0.166, -0.013], [0.026, -0.078, 0.283], [-0.023, -0.331, -0.100], [0.240, 0.098, 0.091], [0.078, -0.021, -0.031], [-0.230, 0.103, 0.423], [-0.278, -0.056, -0.450], [0.257, -0.085, 0.301], [0.083, 0.218, 0.133], [-0.334, -0.013, -0.066], [-0.083, -0.174, 0.238], [0.094, 0.172, -0.238], [0.132, 0.247, -0.265], [-0.048, -0.066, 0.209], [-0.006, -0.030, -0.088], [-0.045, 0.004, -0.007], [0.013, 0.039, 0.080], [0.035, -0.032, -0.002], [0.023, 0.039, -0.032], [0.067, 0.099, -0.115], [0.005, 0.065, 0.021], [-0.085, -0.042, -0.065], [0.032, -0.085, -0.056], [-0.019, 0.009, 0.066], [-0.007, 0.026, 0.036], [0.033, -0.004, -0.036], [-0.011, -0.006, -0.052], [0.043, -0.027, 0.035], [-0.047, -0.029, -0.065], [0.063, -0.038, 0.008], [0.086, 0.114, -0.030], [-0.028, -0.056, -0.069], [0.036, -0.009, -0.093], [-0.012, 0.016, -0.040], [-0.023, 0.012, 0.059], [0.005, -0.001, 0.035], [-0.006, 0.038, -0.052], [-0.046, -0.066, 0.094], [-0.032, 0.028, -0.014], [0.042, -0.009, -0.007], [0.025, 0.059, 0.058], [-0.040, -0.107, -0.135]]}

Entry 2:
{"formula": "C17H27NO5", "method": "ωB97M-V with the def2-TZVPD basis set", "homo_energy_ev": -8.2, "smiles": "C[C@@H](O)c1ccc2c(c1)OCCOCCN(C)CCOCCO2", "relative_energy_kcal_mol": 99.10, "lumo_energy_ev": 0.82, "species": ["C", "C", "O", "C", "C", "C", "C", "C", "C", "O", "C", "C", "O", "C", "C", "N", "C", "C", "C", "O", "C", "C", "O", "H", "H", "H", "H", "H", "H", "H", "H", "H", "H", "H", "H", "H", "H", "H", "H", "H", "H", "H", "H", "H", "H", "H", "H", "H", "H", "H"], "coordinates": [[0.6831, 2.9054, -2.1336], [1.7854, 3.0068, -1.0705], [1.9031, 4.3269, -0.5934], [1.5408, 1.9883, 0.0279], [1.1941, 2.3546, 1.3162], [0.9487, 1.3775, 2.2650], [1.0472, 0.0278, 1.9641], [1.4118, -0.3528, 0.6581], [1.6504, 0.6375, -0.2825], [1.5225, -1.6934, 0.4025], [2.1027, -2.1459, -0.8009], [1.1093, -2.3613, -1.9561], [0.7420, -1.1577, -2.6027], [-0.6455, -0.9074, -2.7010], [-1.2809, -0.5590, -1.3479], [-2.7275, -0.4552, -1.4548], [-3.1715, 0.9049, -1.6631], [-3.4451, -1.1630, -0.4171], [-3.0799, -0.8229, 1.0401], [-1.8732, -1.4736, 1.3681], [-1.5031, -1.3778, 2.7226], [-0.0641, -1.8943, 2.8652], [0.8742, -0.8504, 3.0105], [-0.2914, 3.0797, -1.6776], [0.6849, 1.9207, -2.5901], [0.8481, 3.6543, -2.9051], [2.7552, 2.7964, -1.5369], [1.0411, 4.6078, -0.2653], [1.1288, 3.3949, 1.5963], [0.6913, 1.6497, 3.2774], [1.9131, 0.3618, -1.2911], [2.5301, -3.1220, -0.5479], [2.9103, -1.4826, -1.1251], [1.6059, -3.0036, -2.6973], [0.2298, -2.8883, -1.5753], [-1.1667, -1.7723, -3.1330], [-0.7309, -0.0714, -3.3989], [-0.8350, 0.3686, -0.9670], [-1.0368, -1.3496, -0.6398], [-2.6810, 1.2983, -2.5519], [-2.9461, 1.5753, -0.8191], [-4.2475, 0.9101, -1.8333], [-3.2608, -2.2325, -0.5543], [-4.5114, -0.9766, -0.5628], [-3.8846, -1.1715, 1.7059], [-2.9738, 0.2642, 1.1753], [-1.5518, -0.3329, 3.0634], [-2.1943, -1.9729, 3.3393], [0.0428, -2.4809, 3.7796], [0.1637, -2.5197, 1.9967]], "forces_ev_per_a": [[0.361, 0.168, 0.141], [-0.174, -0.320, -0.298], [-0.063, 0.260, 0.183], [0.149, 0.084, 0.121], [0.014, 0.091, -0.192], [-0.062, -0.290, -0.009], [-0.067, 0.066, 0.031], [0.059, 0.008, 0.150], [0.107, -0.041, 0.059], [-0.250, 0.307, 0.334], [-0.118, -0.220, -0.630], [0.289, 0.034, 0.237], [0.325, 0.058, 0.149], [-0.310, 0.096, 0.109], [0.233, -0.224, -0.383], [0.054, 0.031, -0.081], [-0.011, -0.093, 0.002], [0.123, 0.028, 0.388], [-0.264, -0.020, -0.222], [0.081, -0.063, -0.140], [0.224, -0.105, 0.183], [-0.674, -0.199, -0.010], [0.507, 0.277, -0.261], [-0.112, -0.021, 0.060], [-0.073, -0.167, -0.073], [0.014, 0.037, -0.082], [-0.128, -0.016, 0.047], [0.028, 0.032, -0.033], [0.033, 0.081, 0.020], [-0.029, -0.026, 0.117], [-0.021, -0.089, -0.081], [0.001, 0.121, -0.099], [0.003, -0.058, 0.043], [-0.055, 0.002, 0.118], [0.009, -0.037, 0.001], [0.001, 0.067, 0.024], [-0.109, -0.069, -0.026], [-0.024, -0.081, 0.077], [0.086, 0.103, -0.043], [-0.018, 0.140, -0.031], [0.017, 0.041, 0.008], [-0.048, 0.081, -0.045], [-0.126, -0.025, 0.080], [-0.006, -0.065, 0.021], [0.038, 0.045, -0.041], [-0.020, -0.054, 0.029], [0.022, -0.088, 0.019], [0.055, 0.062, -0.045], [-0.037, 0.028, -0.102], [-0.036, 0.022, 0.176]]}